No. 1
Here is a 2-piece molecular cluster, CH2ClO2S overall in a non-equilibrium geometry from the Open Molecules 2025 dataset. Energies are from wB97M-V/def2-TZVPD.

```
7
Properties=species:S:1:pos:R:3:forces:R:3
C -1.14026 0.37519 -0.05667 1.87 -0.26 -0.01
O 0.11329 -1.65946 -1.15035 0.91 0.97 0.45
O 0.06256 -1.50448 1.31375 0.95 0.88 -0.55
S 0.04050 -0.82043 0.03286 -3.26 -1.40 0.08
Cl 3.18054 1.68986 0.03898 -0.30 -0.20 -0.01
H -1.13691 1.00928 0.81488 -0.09 0.04 0.31
H -1.11971 0.91003 -0.99346 -0.07 -0.03 -0.28
```
Positions in Å, forces in eV/Å.

Multiplicity   1
Orbital gap (spin up / spin down)   5.35 / 5.35 eV
ΔE to the lowest compared entry with this formula, charge and spin   1.170 eV
Charge   -1
HOMO level (spin up / spin down)   -3.98 / -3.98 eV

For each atom in turn, the Mulliken charge in e is:
1 C -0.529
2 O -0.501
3 O -0.498
4 S 0.921
5 Cl -0.939
6 H 0.273
7 H 0.274

***

No. 2
Here is C24H26N2O4S in the gas phase in a non-equilibrium geometry from the Open Molecules 2025 dataset. Energies are from wB97M-V/def2-TZVPD.

```
57
Properties=species:S:1:pos:R:3:forces:R:3
C 5.61406 0.35859 -0.08368 0.17 -0.12 -0.06
H 5.95496 0.79177 -1.02296 0.02 -0.07 0.06
H 5.29276 -0.67373 -0.25636 0.02 0.03 0.02
H 6.43898 0.36625 0.63636 -0.04 -0.02 -0.02
O 4.54573 1.16731 0.34367 -0.25 0.15 0.12
C 3.89945 0.83078 1.49745 -0.12 0.07 0.11
C 4.23348 -0.24151 2.31618 0.23 0.00 -0.29
C 3.48293 -0.50579 3.44777 -0.15 0.20 0.08
C 2.39990 0.28541 3.79599 0.13 0.05 0.25
C 2.08878 1.37072 2.98395 0.19 -0.01 0.01
C 2.82504 1.64519 1.85188 0.18 -0.02 -0.16
H 2.57542 2.47763 1.21319 -0.03 0.11 -0.09
H 1.25461 2.01135 3.23567 -0.09 0.06 0.03
C 1.50466 -0.09515 4.94107 -0.09 -0.22 -0.26
H 0.96793 0.78334 5.30668 0.03 0.01 0.07
H 2.08085 -0.51774 5.76491 -0.02 0.05 0.08
C 0.48945 -1.14810 4.45256 0.06 -0.10 0.27
N -0.17246 -0.70586 3.24852 -0.31 0.10 0.21
C 0.30705 -1.07070 2.02575 -0.22 -0.10 0.02
O 1.05153 -2.01947 1.86939 0.17 -0.01 -0.09
C -0.15497 -0.22309 0.89361 0.02 0.10 -0.38
C 0.71300 -0.05560 -0.17965 -0.13 -0.13 0.23
C 0.38065 0.74890 -1.24959 -0.12 0.15 -0.21
C -0.85481 1.39902 -1.28578 0.10 -0.36 0.86
C -1.72750 1.23052 -0.20761 0.09 0.07 0.10
C -1.38166 0.43397 0.86368 0.23 -0.14 0.00
H -2.08968 0.30927 1.67048 -0.08 0.00 0.08
H -2.66831 1.75318 -0.21238 -0.05 0.01 0.13
N -1.23797 2.20288 -2.35367 -1.03 0.22 -0.49
S -2.87225 2.16243 -2.81611 0.12 -0.10 -0.06
O -3.67614 2.80816 -1.82234 0.05 -0.26 0.16
O -2.92968 2.67674 -4.15157 0.21 -0.20 -0.12
C -3.21849 0.40763 -2.81823 0.00 0.62 0.03
C -4.09355 -0.14119 -1.90264 -0.10 0.10 0.06
C -4.29061 -1.51061 -1.89289 0.06 0.02 -0.11
C -3.61736 -2.33253 -2.79087 -0.05 0.09 0.01
C -2.75084 -1.75359 -3.71371 -0.01 0.12 0.04
C -2.54910 -0.38576 -3.72922 0.07 -0.05 -0.13
H -1.89147 0.07643 -4.44844 0.13 -0.02 -0.13
H -2.23129 -2.38096 -4.42278 0.05 -0.05 -0.08
C -3.80490 -3.81655 -2.75267 0.05 -0.02 0.05
H -4.79348 -4.07493 -2.38199 -0.06 -0.07 0.01
H -3.06731 -4.26065 -2.08381 0.02 -0.10 0.03
H -3.66921 -4.25220 -3.73930 -0.01 -0.08 -0.05
H -4.97306 -1.94795 -1.17936 -0.08 -0.04 0.07
H -4.61379 0.51004 -1.21891 -0.07 0.03 0.13
C -0.28174 2.54685 -3.37799 0.10 0.16 -0.43
H 0.09461 1.66805 -3.91175 0.04 0.02 0.00
H 0.55410 3.08686 -2.93212 -0.03 -0.04 0.02
H -0.79554 3.19286 -4.08511 0.26 0.00 -0.03
H 1.08866 0.86616 -2.05312 0.07 0.03 -0.11
H 1.66334 -0.56621 -0.15522 0.10 -0.04 0.00
H -0.65047 0.17993 3.31141 0.07 -0.04 -0.13
H 1.00802 -2.07401 4.19577 -0.10 0.07 0.11
H -0.25602 -1.34986 5.22710 0.09 -0.07 -0.04
H 3.74129 -1.35597 4.06180 0.02 -0.12 0.06
H 5.06239 -0.88852 2.07696 0.08 -0.04 -0.06
```
Positions in Å, forces in eV/Å.

Multiplicity   1
Orbital gap   8.83 eV
ΔE to the lowest compared entry with this formula, charge and spin   1.128 eV
Charge   0
HOMO level   -8.29 eV
SMILES   COc1ccc(CCNC(=O)c2ccc(N(C)S(=O)(=O)c3ccc(C)cc3)cc2)cc1

For each atom in turn, the Mulliken charge in e is:
1 C -0.908
2 H 0.250
3 H 0.358
4 H 0.345
5 O -0.452
6 C 0.844
7 C -0.403
8 C -0.767
9 C 0.377
10 C -0.092
11 C -0.636
12 H 0.446
13 H 0.395
14 C -1.248
15 H 0.346
16 H 0.401
17 C -0.859
18 N -0.108
19 C 0.147
20 O -0.648
21 C 0.339
22 C -1.246
23 C -0.680
24 C 0.404
25 C -0.004
26 C -0.841
27 H 0.555
28 H 0.953
29 N -0.078
30 S 1.284
31 O -0.694
32 O -0.742
33 C 0.390
34 C -0.279
35 C -0.730
36 C 0.893
37 C -0.887
38 C -0.513
39 H 0.436
40 H 0.383
41 C -1.503
42 H 0.385
43 H 0.291
44 H 0.385
45 H 0.383
46 H 0.479
47 C -1.206
48 H 0.398
49 H 0.426
50 H 0.342
51 H 0.449
52 H 0.573
53 H 0.290
54 H 0.415
55 H 0.382
56 H 0.369
57 H 0.409

***

No. 3
Here is a 2-piece molecular cluster, C16H17FO2 overall in a non-equilibrium geometry from the Open Molecules 2025 dataset. Energies are from wB97M-V/def2-TZVPD.

```
36
Properties=species:S:1:pos:R:3:forces:R:3
C -2.75547 -2.97947 2.85855 1.12 0.56 -0.01
C -1.42799 -3.00925 2.02939 1.41 0.85 -1.32
C -0.53087 -4.15513 1.91976 0.67 0.93 -0.81
C 0.72007 -4.12564 1.14985 -1.23 2.30 -0.21
C 1.11554 -2.89022 0.44570 -2.48 -0.26 1.70
C 0.22437 -1.72979 0.56540 -0.22 -1.02 0.43
C 0.62756 -0.39005 -0.13159 0.70 -0.76 0.95
C 1.15390 0.73128 0.89505 -1.12 0.98 -1.42
O 0.82784 0.46468 2.27260 1.71 -0.01 0.03
C 1.86647 -0.15505 2.95908 -0.05 -1.36 0.53
O 1.79872 -1.31108 3.27420 -0.13 0.80 -0.08
C -1.03111 -1.78172 1.33467 1.71 -1.86 -0.39
H -3.59855 -3.54120 2.38676 0.79 0.34 0.46
H -2.52459 -3.33638 3.89599 -0.48 0.05 -0.93
H -3.03795 -1.89293 2.95854 0.07 -1.16 -0.14
H -0.80301 -5.10405 2.43948 0.24 0.90 -0.47
H 1.38476 -5.01342 1.06445 -0.76 0.71 0.25
H 2.06909 -2.82760 -0.13694 -1.07 -0.07 0.62
H 1.49633 -0.62366 -0.80465 -1.00 0.28 0.30
H -0.23476 -0.00022 -0.71807 0.82 -0.27 0.51
H 0.57939 1.66524 0.61990 0.70 -0.84 0.51
H 2.23508 0.98912 0.71999 -0.84 -0.56 0.48
H 2.79535 0.38791 3.31282 -1.09 0.47 -0.89
H -1.65064 -0.85116 1.37752 0.56 -1.04 0.05
F -0.48449 0.80429 -2.76415 -0.06 -0.03 -0.16
C -0.29734 2.12766 -2.91094 0.08 0.58 -0.08
C 0.89925 2.69118 -2.50556 0.17 -0.16 0.11
C 1.09469 4.05760 -2.66137 -0.24 -0.01 -0.08
C 0.08839 4.84429 -3.21019 0.03 0.09 0.00
C -1.11091 4.26560 -3.60874 0.22 -0.06 0.10
C -1.30404 2.89789 -3.46372 -0.22 -0.11 -0.06
H 1.66836 2.06293 -2.07273 -0.03 -0.02 -0.05
H 2.03056 4.50899 -2.35463 -0.05 -0.06 0.00
H 0.24043 5.91096 -3.32728 -0.01 -0.07 0.01
H -1.89606 4.88007 -4.03260 0.03 -0.07 0.01
H -2.22837 2.42831 -3.77654 0.04 -0.02 0.03
```
Positions in Å, forces in eV/Å.

Multiplicity   1
Orbital gap   9.18 eV
Charge   0
HOMO level   -8.44 eV
SMILES   Cc1cccc(CCOC=O)c1.Fc1ccccc1

For each atom in turn, the Mulliken charge in e is:
1 C -1.160
2 C 0.538
3 C -0.516
4 C -0.526
5 C -0.499
6 C 0.255
7 C -0.400
8 C -0.476
9 O -0.270
10 C 0.094
11 O -0.394
12 C -0.183
13 H 0.283
14 H 0.306
15 H 0.310
16 H 0.338
17 H 0.344
18 H 0.284
19 H 0.364
20 H 0.187
21 H 0.220
22 H 0.296
23 H 0.414
24 H 0.186
25 F -0.324
26 C 0.321
27 C -0.176
28 C -0.460
29 C -0.470
30 C -0.359
31 C -0.476
32 H 0.445
33 H 0.362
34 H 0.364
35 H 0.362
36 H 0.413

***

No. 4
Here is C10H16O4P2SeSn as an isolated structure from the Open Molecules 2025 dataset. Energies are from wB97M-V/def2-TZVPD.

```
34
Properties=species:S:1:pos:R:3:forces:R:3
Sn 1.32975 0.30535 -0.30834 -0.22 -0.04 -0.18
C -2.28791 -2.05732 0.76068 0.03 0.01 0.03
P -1.16966 -1.47624 -0.56124 0.05 -0.02 -0.09
C -0.78298 -3.02697 -1.45252 -0.01 -0.01 0.04
C -2.31262 -0.63337 -1.72815 0.00 0.01 0.00
C -3.32163 -1.32158 -2.39753 0.00 0.00 0.00
C -4.15009 -0.67162 -3.29781 -0.01 -0.02 0.00
C -3.97788 0.68289 -3.54243 0.00 0.03 0.00
C -2.98972 1.38640 -2.87294 -0.01 -0.01 0.01
C -2.15717 0.74152 -1.96058 0.01 -0.04 0.01
P -0.90434 1.64217 -0.99386 -0.02 0.05 0.05
C -1.77737 2.09720 0.52974 -0.04 0.07 -0.11
C -0.60250 3.21922 -1.83561 -0.03 -0.01 -0.02
H -3.09278 -2.67956 0.36680 -0.01 0.00 0.00
H -2.71454 -1.20111 1.28178 0.00 0.00 0.00
H -1.70403 -2.62941 1.48215 -0.01 -0.01 0.00
H -1.67185 -3.59082 -1.73585 0.00 -0.01 0.01
H -0.16484 -3.65057 -0.80528 0.00 0.00 0.00
H -0.20610 -2.79339 -2.34737 -0.01 0.00 0.00
H -3.46468 -2.38037 -2.21847 0.00 0.00 -0.01
H -4.92758 -1.22173 -3.81159 0.00 0.00 0.00
H -4.61842 1.19284 -4.24998 0.00 0.00 0.00
H -2.87164 2.44589 -3.06015 0.00 0.00 -0.01
H -2.71298 2.60112 0.28323 -0.02 -0.02 -0.01
H -1.14540 2.74836 1.13653 -0.05 -0.04 -0.02
H -1.97481 1.20016 1.11495 -0.01 0.01 0.01
H -1.49026 3.85104 -1.86464 -0.01 0.00 0.01
H -0.24262 3.04454 -2.84927 0.01 0.01 0.00
H 0.17596 3.72362 -1.26166 0.00 0.01 -0.01
O 0.20860 2.70863 2.87520 0.14 -0.02 0.01
Se 1.31696 1.78633 2.17430 -0.39 0.05 -0.42
O 0.59221 0.30090 1.65687 0.34 0.10 0.28
O 2.68558 1.52065 2.95231 -0.02 -0.05 -0.06
O 1.58764 2.28531 0.55362 0.27 -0.05 0.50
```
Positions in Å, forces in eV/Å.

Multiplicity   1
Orbital gap   9.00 eV
Charge   0
HOMO level   -8.94 eV

For each atom in turn, the Mulliken charge in e is:
1 Sn 0.514
2 C -1.190
3 P 0.605
4 C -1.275
5 C 0.156
6 C -0.341
7 C -0.850
8 C -0.622
9 C -0.622
10 C 0.393
11 P 1.133
12 C -1.073
13 C -1.402
14 H 0.392
15 H 0.284
16 H 0.405
17 H 0.381
18 H 0.423
19 H 0.339
20 H 0.267
21 H 0.385
22 H 0.395
23 H 0.299
24 H 0.444
25 H 0.412
26 H 0.283
27 H 0.403
28 H 0.412
29 H 0.350
30 O -0.659
31 Se 1.207
32 O -0.568
33 O -0.615
34 O -0.665